# C6H10N2O

An isolated molecule of C6H10N2O in a non-equilibrium geometry (ωB97M-V with the def2-TZVPD basis set, the OMol25 dataset).

Output
LUMO energy   0.9 eV
Molar mass   126.2 g mol⁻¹
E_HOMO   -9.095 eV
Structure (SMILES)   [H]/N=C(\C)N(C)C(=O)C=C
Energy above the lowest of the compared OMol25 structures with the same formula, charge and spin   3.006 eV
Frontier orbital gap   9.96 eV
Multiplicity   1

XYZ file:
```
19
C6H10N2O ωB97M-V with the def2-TZVPD basis set
C -0.22 1.74 -0.16
C -1.92 -1.86 0.25
N -0.20 0.35 0.24
C 0.74 -0.53 0.07
C -1.74 -0.41 -0.06
C 2.24 0.40 0.46
C 3.33 0.37 -0.28
N -2.62 0.40 -0.44
O 0.87 -1.71 -0.04
H -3.58 0.06 -0.41
H 2.24 0.91 1.42
H -1.26 1.99 -0.38
H 0.37 1.92 -1.07
H 0.15 2.36 0.66
H -1.49 -2.09 1.22
H -1.42 -2.48 -0.49
H -2.99 -2.11 0.26
H 3.24 -0.14 -1.24
H 4.26 0.84 0.01
```

***

# C6H10N2O

An isolated molecule of C6H10N2O in a non-equilibrium geometry (ωB97M-V with the def2-TZVPD basis set, the OMol25 dataset).

Output
LUMO energy   0.3 eV
Molar mass   126.2 g mol⁻¹
E_HOMO   -8.600 eV
Structure (SMILES)   [H]/N=C/C(N)=C(/C)C(C)=O
Energy above the lowest of the compared OMol25 structures with the same formula, charge and spin   1.418 eV
Frontier orbital gap   8.91 eV
Multiplicity   1

XYZ file:
```
19
C6H10N2O ωB97M-V with the def2-TZVPD basis set
C 0.95 1.99 0.17
C -2.16 0.35 0.66
C 0.29 0.95 1.05
C -0.22 -0.98 -0.28
C -0.71 0.06 0.40
N -0.88 -1.81 -1.17
C 1.32 -1.17 -0.23
N 1.93 -1.76 -1.20
O 0.45 0.92 2.27
H -0.20 -2.48 -1.55
H -1.28 -1.28 -1.94
H 2.91 -1.93 -0.94
H 1.86 -0.93 0.70
H 1.14 2.89 0.75
H 0.29 2.26 -0.66
H 1.90 1.62 -0.22
H -2.50 1.19 0.05
H -2.79 -0.52 0.45
H -2.30 0.62 1.72
```

***

# C6H10N2O

An isolated molecule of C6H10N2O in a non-equilibrium geometry (ωB97M-V with the def2-TZVPD basis set, the OMol25 dataset).

Output
LUMO energy (alpha / beta)   1.0 / -1.0 eV
Molar mass   126.2 g mol⁻¹
E_HOMO (alpha / beta)   -5.032 / -9.581 eV
⟨S²⟩   2.03
Energy above the lowest of the compared OMol25 structures with the same formula, charge and spin   1.565 eV
Frontier orbital gap (alpha / beta)   6.02 / 8.63 eV
Multiplicity   3

XYZ file:
```
19
C6H10N2O ωB97M-V with the def2-TZVPD basis set
C 1.33 0.27 0.88
C 2.20 -0.80 1.24
C 0.60 -2.46 0.86
C -2.03 0.63 -0.16
C 0.06 1.36 -1.51
C -0.59 1.10 -0.09
N -0.22 -3.14 0.26
N 0.19 0.00 0.34
O 1.70 -2.05 1.08
H 1.65 1.38 1.01
H 3.32 -0.76 1.40
H -2.30 0.54 0.82
H -2.65 1.26 -0.88
H -2.16 -0.36 -0.72
H -0.55 2.24 -1.94
H -0.12 0.49 -2.22
H 1.01 1.64 -1.35
H -0.27 1.93 0.52
H -1.19 -3.27 0.45
```

***

# C6H10N2O2

C6H10N2O2 as an isolated structure in a non-equilibrium geometry (ωB97M-V with the def2-TZVPD basis set, the OMol25 dataset).

Output
LUMO energy   -0.3 eV
Molar mass   142.2 g mol⁻¹
E_HOMO   -7.660 eV
Energy above the lowest of the compared OMol25 structures with the same formula, charge and spin   5.355 eV
Frontier orbital gap   7.35 eV
Multiplicity   1

XYZ file:
```
20
C6H10N2O2 ωB97M-V with the def2-TZVPD basis set
C 1.66 -0.48 0.06
C 1.38 0.75 -0.54
C -2.36 1.18 -0.94
C 2.12 -0.62 1.46
N -1.17 0.32 -0.97
N -1.47 -1.04 -0.66
C -0.63 -1.32 0.37
C -0.27 0.56 0.19
O -0.46 -2.33 0.98
O -0.47 1.33 1.12
H -1.80 -1.68 -1.38
H 1.63 -1.38 -0.55
H 1.29 0.79 -1.62
H 1.72 1.66 -0.06
H -2.03 2.21 -1.04
H -2.92 1.07 -0.01
H -2.98 0.92 -1.80
H 1.82 0.25 2.05
H 3.21 -0.67 1.45
H 1.73 -1.54 1.90
```

***

# C6H10N2O4

A 2-piece molecular cluster, C6H10N2O4 overall (ωB97M-V with the def2-TZVPD basis set, the OMol25 dataset).

Output
LUMO energy   0.3 eV
Molar mass   174.2 g mol⁻¹
E_HOMO   -8.466 eV
Structure (SMILES)   N/C=C\C(=O)O.C=CC(=O)NO
Energy above the lowest of the compared OMol25 structures with the same formula, charge and spin   1.980 eV
Frontier orbital gap   8.76 eV
Multiplicity   1

XYZ file:
```
22
C6H10N2O4 ωB97M-V with the def2-TZVPD basis set
C -1.30 -2.41 -1.38
C -1.29 -3.05 -2.72
C -1.31 -4.38 -2.82
C 2.17 3.08 2.34
C 0.87 3.47 2.22
C -0.18 2.73 1.54
H -1.11 -1.23 0.44
H -0.73 -0.55 -2.10
H -1.27 -2.40 -3.60
H -1.30 -4.88 -3.79
H -1.34 -4.99 -1.92
H 2.23 1.33 1.31
H 3.77 1.86 1.93
H 2.85 3.76 2.88
H 0.56 4.40 2.68
H -0.55 1.17 0.55
N -1.26 -1.04 -1.39
N 2.76 1.96 1.89
O -1.06 -0.46 -0.15
O -1.39 -3.01 -0.31
O 0.23 1.56 0.97
O -1.34 3.08 1.44
```

***

# C6H10N2OS

An isolated molecule of C6H10N2OS in a non-equilibrium geometry (ωB97M-V with the def2-TZVPD basis set, the OMol25 dataset).

Output
LUMO energy   0.4 eV
Molar mass   158.2 g mol⁻¹
E_HOMO   -8.900 eV
Energy above the lowest of the compared OMol25 structures with the same formula, charge and spin   3.767 eV
Frontier orbital gap   9.27 eV
Multiplicity   1

XYZ file:
```
20
C6H10N2OS ωB97M-V with the def2-TZVPD basis set
C -2.03 0.72 -0.34
C 0.28 -1.46 1.34
C 1.01 -1.00 0.09
C -1.14 -0.85 1.22
C 0.34 0.25 -0.36
C 0.51 0.63 -1.83
N -2.91 1.36 -0.69
N -0.99 -0.09 -0.04
O 0.00 2.80 0.34
S 0.89 1.73 0.75
H 0.07 -2.45 1.35
H 0.62 -1.16 2.32
H 2.03 -1.03 0.28
H 0.94 -1.79 -0.60
H -1.94 -1.45 1.00
H -1.46 -0.06 1.89
H -0.03 -0.11 -2.40
H 1.55 0.67 -1.98
H 0.07 1.46 -2.31
H 2.20 1.83 -0.02
```

***

# C6H10N2OS2

A 2-piece molecular cluster, C6H10N2OS2 overall in a non-equilibrium geometry (ωB97M-V with the def2-TZVPD basis set, the OMol25 dataset).

Output
LUMO energy   -1.4 eV
Molar mass   190.3 g mol⁻¹
E_HOMO   -8.730 eV
Structure (SMILES)   CN(C)CC=S.N#CC(O)=S
Energy above the lowest of the compared OMol25 structures with the same formula, charge and spin   2.414 eV
Frontier orbital gap   7.30 eV
Multiplicity   1

XYZ file:
```
21
C6H10N2OS2 ωB97M-V with the def2-TZVPD basis set
C -3.36 3.37 -3.59
C -2.86 2.12 -3.02
C 0.44 -1.20 2.62
C -0.25 -0.82 0.29
C 2.14 -1.16 0.81
C 3.13 -2.08 1.58
H -1.59 3.90 -3.44
H -0.41 -1.92 2.79
H 0.19 -0.08 2.87
H 1.40 -1.54 3.23
H -0.34 0.28 0.53
H -1.22 -1.31 0.43
H -0.02 -0.97 -0.72
H 2.32 -1.53 -0.23
H 2.29 -0.11 0.92
H 2.72 -3.13 1.55
N -2.52 1.13 -2.48
N 0.76 -1.48 1.18
O -2.46 4.36 -3.54
S -4.91 3.71 -4.01
S 4.57 -1.54 2.24
```

***

# C6H10N2S

A 2-piece molecular cluster, C6H10N2S overall in a non-equilibrium geometry (ωB97M-V with the def2-TZVPD basis set, the OMol25 dataset).

Output
LUMO energy   0.2 eV
Molar mass   142.2 g mol⁻¹
E_HOMO   -8.502 eV
Energy above the lowest of the compared OMol25 structures with the same formula, charge and spin   2.677 eV
Frontier orbital gap   8.67 eV
Multiplicity   1

XYZ file:
```
19
C6H10N2S ωB97M-V with the def2-TZVPD basis set
C -2.19 0.50 0.81
C -0.27 0.20 1.64
C -0.64 -1.03 1.22
C 0.99 0.57 2.33
C -0.41 -1.04 -2.64
C 0.50 -1.75 -1.72
N -1.26 1.17 1.47
N -1.93 -0.86 0.79
S 1.84 -1.04 -1.26
H -3.13 0.77 0.60
H 0.99 1.63 2.43
H 1.15 0.18 3.32
H 1.95 0.24 1.73
H -1.46 -1.35 -2.59
H -0.32 0.11 -2.66
H 0.01 -1.22 -3.63
H -0.17 -2.05 1.33
H -2.56 -1.57 0.42
H 1.59 0.39 -1.59
```

***

Question: Among the records above, which one has the lowest energy above the lowest of the compared OMol25 structures with the same formula, charge and spin?
Answer: number 2

***

Question: What is the energy above the lowest of the compared OMol25 structures with the same formula, charge and spin in the first record?
Answer: 3.006 eV